Entry 1:
Molecular formula: C47H67Cl3KNO6
Method: DFT, the ωB97M-V functional and the def2-TZVPD basis

```
! wB97M-V def2-TZVPD RIJCOSX def2/J DEFGRID3
* xyz -2 1
K -3.3996 -0.2581 -0.6699
C -3.1957 -3.8685 -0.9999
O -2.5520 -2.6283 -0.6739
C -1.1995 -2.7504 -0.4400
C -0.3073 -2.6868 -1.5203
C -0.7435 -2.3856 -2.9540
C -0.2102 -1.0316 -3.3899
C 1.0531 -0.8939 -3.9591
C 1.6365 0.3474 -4.2150
C 0.8998 1.4704 -3.8260
C -0.3609 1.3808 -3.2584
C -1.0682 2.5872 -2.6714
C -0.6942 2.7396 -1.1988
C 0.6346 3.0155 -0.8840
C 1.0926 3.0738 0.4233
C 0.1720 2.8277 1.4386
C -1.1637 2.5463 1.1859
C -2.0711 2.1839 2.3619
C -1.5996 0.8873 2.9978
C -0.6219 0.8892 3.9825
C -0.0218 -0.2788 4.4594
C -0.4174 -1.4670 3.8491
C -1.3966 -1.5186 2.8617
C -1.6554 -2.8002 2.0903
C -0.7364 -2.8749 0.8716
C 0.6361 -2.9863 1.0803
C 1.5487 -2.9597 0.0372
C 1.0482 -2.8129 -1.2531
C 3.0621 -2.9900 0.2564
C 3.6868 -4.1451 -0.5372
C 3.6583 -1.6602 -0.2277
C 3.4265 -3.1650 1.7318
C -2.0997 -0.3441 2.4815
O -3.1166 -0.3833 1.6771
C 1.0264 -0.2079 5.5715
C 0.3953 0.3718 6.8465
C 2.1962 0.6905 5.1428
C 1.6002 -1.5859 5.9102
C -1.5914 2.5389 -0.1480
O -2.9253 2.3093 -0.4246
C -3.7016 3.4952 -0.4677
C 2.5624 3.3113 0.7792
C 3.4125 3.6265 -0.4533
C 2.6849 4.4867 1.7585
C 3.1198 2.0412 1.4368
C -0.9975 0.1141 -3.0938
O -2.2048 0.0260 -2.6522
C 3.0261 0.5162 -4.8321
C 2.9310 1.3247 -6.1352
C 3.9476 1.2620 -3.8536
C 3.6799 -0.8276 -5.1564
H -2.6383 -4.3926 -1.7817
H -4.1959 -3.6327 -1.3629
H -3.2570 -4.5089 -0.1155
H -1.8302 -2.3858 -3.0250
H -0.3527 -3.1630 -3.6166
H 1.5949 -1.8033 -4.2055
H 1.3303 2.4629 -3.9626
H -2.1437 2.4554 -2.7742
H -0.7675 3.4897 -3.2121
H 1.3227 3.1470 -1.7093
H 0.5037 2.8059 2.4727
H -3.1028 2.0861 2.0314
H -2.0262 2.9865 3.1035
H -0.3111 1.8518 4.3879
H 0.0532 -2.4018 4.1383
H -2.6963 -2.8497 1.7811
H -1.4510 -3.6576 2.7384
H 0.9804 -3.0587 2.1041
H 1.7341 -2.7365 -2.0921
H 3.4856 -4.0442 -1.6066
H 3.2747 -5.1018 -0.2041
H 4.7728 -4.1663 -0.3960
H 3.4426 -1.4881 -1.2854
H 4.7448 -1.6532 -0.0871
H 3.2270 -0.8306 0.3366
H 3.0254 -4.0997 2.1331
H 3.0412 -2.3368 2.3330
H 4.5147 -3.1856 1.8421
H -0.0080 1.3705 6.6613
H 1.1340 0.4419 7.6543
H -0.4287 -0.2641 7.1805
H 1.8599 1.7084 4.9271
H 2.6627 0.2923 4.2373
H 2.9552 0.7439 5.9319
H 0.8180 -2.2666 6.2565
H 2.3453 -1.4903 6.7059
H 2.0882 -2.0354 5.0403
H -3.7029 4.0022 0.5029
H -4.7193 3.2078 -0.7199
H -3.3207 4.1878 -1.2257
H 3.0487 4.5207 -0.9670
H 3.4093 2.7932 -1.1607
H 4.4481 3.8048 -0.1487
H 2.2872 5.4004 1.3077
H 3.7351 4.6563 2.0195
H 2.1335 4.2974 2.6822
H 3.0492 1.2011 0.7419
H 2.5544 1.7797 2.3347
H 4.1707 2.1793 1.7139
H 2.4918 2.3084 -5.9512
H 2.2940 0.8038 -6.8546
H 3.9223 1.4681 -6.5824
H 3.5518 2.2546 -3.6214
H 4.9508 1.3858 -4.2785
H 4.0307 0.7063 -2.9149
H 3.0766 -1.4015 -5.8645
H 3.8160 -1.4282 -4.2522
H 4.6651 -0.6604 -5.6029
O -5.4078 0.9075 2.4706
H -6.0595 0.5533 1.8589
H -4.5694 0.4526 2.2137
O -4.5471 -0.4036 -4.1521
H -4.9666 -1.1491 -3.6886
H -3.6923 -0.2743 -3.6912
Cl -6.2328 -2.3499 -2.2789
N -5.5317 -2.4604 1.2340
H -4.6945 -1.9083 1.4202
H -5.7183 -2.4558 0.2299
H -6.3024 -1.9735 1.6764
Cl -6.4726 0.9691 -0.8536
C -6.9525 0.8365 -2.5618
Cl -7.9436 2.2385 -3.0911
H -7.5297 -0.0740 -2.6681
H -6.0592 0.7818 -3.1732
*
```

Computed properties:
Kohn-Sham gap = 6.04 eV
DFT total energy = -117501.917 eV
E_LUMO = 3.79 eV

Atomic partial charges in e from the Mulliken method, atoms 1 to 99: atom 1 (K): -0.02, atom 2 (C): -1.15, atom 3 (O): 0.79, atom 4 (C): 0.48, atom 5 (C): 0.26, atom 6 (C): -1.64, atom 7 (C): -0.09, atom 8 (C): -0.28, atom 9 (C): -0.19, atom 10 (C): -1.01, atom 11 (C): 0.52, atom 12 (C): -1.60, atom 13 (C): 0.41, atom 14 (C): -0.33, atom 15 (C): 0.35, atom 16 (C): -0.39, atom 17 (C): 0.75, atom 18 (C): -1.42, atom 19 (C): 0.58, atom 20 (C): -1.22, atom 21 (C): -0.14, atom 22 (C): -0.89, atom 23 (C): 0.43, atom 24 (C): -1.25, atom 25 (C): -0.03, atom 26 (C): -0.27, atom 27 (C): -0.04, atom 28 (C): -0.26, atom 29 (C): 2.63, atom 30 (C): -1.91, atom 31 (C): -1.43, atom 32 (C): -2.31, atom 33 (C): 0.48, atom 34 (O): -0.38, atom 35 (C): 2.35, atom 36 (C): -1.92, atom 37 (C): -1.42, atom 38 (C): -2.02, atom 39 (C): -0.01, atom 40 (O): 0.62, atom 41 (C): -1.17, atom 42 (C): 2.56, atom 43 (C): -2.15, atom 44 (C): -1.98, atom 45 (C): -1.15, atom 46 (C): 0.49, atom 47 (O): -0.78, atom 48 (C): 2.30, atom 49 (C): -1.94, atom 50 (C): -1.29, atom 51 (C): -1.99, atom 52 (H): 0.38, atom 53 (H): 0.19, atom 54 (H): 0.13, atom 55 (H): 0.28, atom 56 (H): 0.72, atom 57 (H): 0.54, atom 58 (H): 0.42, atom 59 (H): 0.32, atom 60 (H): 0.71, atom 61 (H): 0.28, atom 62 (H): 0.02, atom 63 (H): 0.02, atom 64 (H): 0.72, atom 65 (H): 0.52, atom 66 (H): 0.49, atom 67 (H): -0.11, atom 68 (H): 0.77, atom 69 (H): 0.38, atom 70 (H): 0.13, atom 71 (H): 0.27, atom 72 (H): 0.39, atom 73 (H): 0.45, atom 74 (H): 0.10, atom 75 (H): 0.56, atom 76 (H): 0.08, atom 77 (H): 0.43, atom 78 (H): 0.22, atom 79 (H): 0.50, atom 80 (H): 0.31, atom 81 (H): 0.46, atom 82 (H): 0.38, atom 83 (H): 0.24, atom 84 (H): 0.06, atom 85 (H): 0.56, atom 86 (H): 0.40, atom 87 (H): 0.47, atom 88 (H): 0.20, atom 89 (H): 0.25, atom 90 (H): 0.25, atom 91 (H): 0.29, atom 92 (H): 0.43, atom 93 (H): 0.20, atom 94 (H): 0.47, atom 95 (H): 0.41, atom 96 (H): 0.46, atom 97 (H): 0.27, atom 98 (H): -0.08, atom 99 (H): 0.00

Entry 2:
Molecular formula: C29H31F40NO7P
Method: DFT, the ωB97M-V functional and the def2-TZVPD basis

```
! wB97M-V def2-TZVPD RIJCOSX def2/J DEFGRID3
* xyz -1 1
C 5.3473 -3.1139 -5.5271
C 3.9991 -2.8440 -4.8806
O 3.0001 -3.0068 -5.8456
C 1.8219 -3.7026 -5.3772
N 1.3780 -4.7974 -6.1683
P 2.4918 -5.9211 -6.5316
C 3.6460 -5.2450 -7.8607
O 3.5993 -6.0278 -5.2103
H 5.6243 -4.1361 -5.4000
H 6.1099 -2.5202 -5.0412
H 5.3310 -2.8755 -6.5687
H 3.9076 -3.5313 -4.0666
H 4.0231 -1.8101 -4.5655
H 1.0188 -2.9710 -5.4094
H 1.9351 -3.9820 -4.3329
H 3.7148 -4.1704 -7.8720
H 3.2485 -5.5591 -8.8055
H 4.6424 -5.6214 -7.7074
H 4.1983 -6.7340 -5.4211
C 4.1188 -2.7446 0.2541
C 4.8938 -3.0948 -1.0300
C 6.4127 -3.2627 -0.9332
F 7.0228 -2.1252 -0.5289
F 6.8972 -3.5748 -2.1524
F 4.5807 -2.2001 -1.9812
F 4.4141 -4.2977 -1.4283
O 3.7566 -1.3820 0.4738
C 4.6187 -0.5038 1.0739
C 5.0194 0.6248 0.1232
F 5.6085 0.1378 -0.9770
F 5.9006 1.4367 0.7563
F 5.6824 -1.1280 1.6003
F 3.9486 0.0557 2.1094
H 3.1598 -3.2441 0.1355
H 4.5718 -3.1842 1.1407
H 6.6672 -4.0713 -0.2407
H 4.1384 1.2003 -0.1709
C -1.9583 0.5155 -0.4292
C -1.6019 1.7542 -1.2858
C -1.6764 1.6227 -2.8093
F -0.8139 0.7093 -3.2778
F -1.3505 2.8205 -3.3595
F -0.3895 2.2343 -0.9357
F -2.5171 2.7147 -0.9546
O -0.9150 -0.2984 0.0885
C -0.3782 -1.2799 -0.7130
C 1.1007 -1.0321 -0.9852
F 1.2886 0.1661 -1.5822
F 1.5750 -1.9871 -1.8066
F -1.0884 -1.4348 -1.8415
F -0.4810 -2.4381 -0.0324
H -2.4280 0.9177 0.4641
H -2.7229 -0.0873 -0.9164
H -2.6905 1.3594 -3.1247
H 1.6652 -1.0434 -0.0560
C -4.7126 -7.0775 0.3999
C -3.6385 -7.0919 1.5033
C -3.7804 -6.0911 2.6524
F -3.7315 -4.8169 2.2199
F -2.7534 -6.2718 3.5186
F -2.4199 -6.9840 0.9443
F -3.7073 -8.3255 2.0825
O -4.4239 -6.3921 -0.8013
C -4.6509 -5.0480 -0.9232
C -3.3491 -4.2808 -1.1472
F -2.4930 -4.4861 -0.1327
F -3.6244 -2.9548 -1.2096
F -5.3510 -4.5681 0.1227
F -5.4145 -4.8735 -2.0180
H -4.8010 -8.1149 0.0861
H -5.6905 -6.8026 0.7932
H -4.7196 -6.2528 3.1901
H -2.8754 -4.5960 -2.0790
C 1.5988 3.0841 4.0285
C 1.3613 4.3107 4.9290
C 0.3167 4.1933 6.0410
F -0.9167 3.9547 5.5511
F 0.2665 5.3669 6.7193
F 1.0960 5.3874 4.1613
F 2.5428 4.5517 5.5627
O 0.9588 3.0574 2.7685
C -0.3207 2.5882 2.6319
C -1.2735 3.6862 2.1687
F -1.2732 4.7166 3.0465
F -2.5296 3.1911 2.1064
F -0.7463 1.9919 3.7624
F -0.2957 1.6486 1.6758
H 2.6563 3.1235 3.7778
H 1.4586 2.1500 4.5706
H 0.5860 3.3983 6.7420
H -0.9824 4.0577 1.1850
C -3.4128 7.0222 3.5956
C -2.6885 8.1953 2.9117
C -2.7876 9.5758 3.5630
F -4.0613 10.0157 3.6202
F -2.0806 10.4627 2.8211
F -3.0700 8.2647 1.6188
F -1.3645 7.8817 2.9217
O -4.6805 6.6397 3.0859
C -5.8297 7.2498 3.4992
C -6.5170 7.9811 2.3469
F -5.7035 8.9099 1.8135
F -7.6218 8.6053 2.8159
F -5.6169 8.0559 4.5534
F -6.6702 6.2782 3.9094
H -2.7867 6.1565 3.3990
H -3.4325 7.1325 4.6788
H -2.3679 9.5558 4.5728
H -6.8024 7.2715 1.5682
*
```

Computed properties:
Kohn-Sham gap = 3.98 eV
DFT total energy = -164386.809 eV
E_LUMO = 1.54 eV

Atomic partial charges in e from the Mulliken method, atoms 1 to 99: atom 1 (C): -1.51, atom 2 (C): 0.15, atom 3 (O): -0.39, atom 4 (C): -0.35, atom 5 (N): -0.57, atom 6 (P): -0.07, atom 7 (C): -0.98, atom 8 (O): -0.49, atom 9 (H): 0.20, atom 10 (H): 0.43, atom 11 (H): 0.43, atom 12 (H): 0.05, atom 13 (H): 0.43, atom 14 (H): 0.24, atom 15 (H): 0.30, atom 16 (H): 0.18, atom 17 (H): 0.45, atom 18 (H): 0.21, atom 19 (H): 0.24, atom 20 (C): -1.21, atom 21 (C): 1.22, atom 22 (C): -0.01, atom 23 (F): -0.25, atom 24 (F): -0.23, atom 25 (F): -0.17, atom 26 (F): -0.34, atom 27 (O): -0.13, atom 28 (C): 0.61, atom 29 (C): 0.36, atom 30 (F): -0.23, atom 31 (F): -0.29, atom 32 (F): -0.30, atom 33 (F): -0.32, atom 34 (H): 0.42, atom 35 (H): 0.40, atom 36 (H): 0.29, atom 37 (H): 0.19, atom 38 (C): -0.94, atom 39 (C): 1.11, atom 40 (C): -0.06, atom 41 (F): -0.17, atom 42 (F): -0.30, atom 43 (F): -0.25, atom 44 (F): -0.36, atom 45 (O): -0.14, atom 46 (C): 0.37, atom 47 (C): 0.64, atom 48 (F): -0.26, atom 49 (F): -0.19, atom 50 (F): -0.28, atom 51 (F): -0.32, atom 52 (H): 0.51, atom 53 (H): 0.40, atom 54 (H): 0.30, atom 55 (H): 0.05, atom 56 (C): -0.74, atom 57 (C): 0.89, atom 58 (C): 0.09, atom 59 (F): -0.19, atom 60 (F): -0.27, atom 61 (F): -0.25, atom 62 (F): -0.33, atom 63 (O): -0.39, atom 64 (C): 0.76, atom 65 (C): 0.23, atom 66 (F): -0.20, atom 67 (F): -0.26, atom 68 (F): -0.29, atom 69 (F): -0.30, atom 70 (H): 0.40, atom 71 (H): 0.33, atom 72 (H): 0.25, atom 73 (H): 0.30, atom 74 (C): -0.76, atom 75 (C): 0.88, atom 76 (C): 0.09, atom 77 (F): -0.19, atom 78 (F): -0.28, atom 79 (F): -0.24, atom 80 (F): -0.34, atom 81 (O): -0.34, atom 82 (C): 0.29, atom 83 (C): 0.39, atom 84 (F): -0.27, atom 85 (F): -0.30, atom 86 (F): -0.33, atom 87 (F): -0.08, atom 88 (H): 0.41, atom 89 (H): 0.34, atom 90 (H): 0.27, atom 91 (H): 0.31, atom 92 (C): -0.27, atom 93 (C): 0.97, atom 94 (C): 0.07, atom 95 (F): -0.23, atom 96 (F): -0.27, atom 97 (F): -0.29, atom 98 (F): -0.31, atom 99 (O): -0.41

Entry 3:
Molecular formula: C5H13N
Method: DFT, the ωB97M-V functional and the def2-TZVPD basis

```
! wB97M-V def2-TZVPD RIJCOSX def2/J DEFGRID3
* xyz 0 1
C -0.5243 -2.3736 -0.1311
C -0.2963 -1.6284 1.1708
C -0.0835 -0.2135 1.1566
C 0.6965 0.3812 -0.0602
N -0.0637 0.7684 -1.1506
C -1.0755 1.5558 -0.5891
H -0.4330 -1.6859 -0.9677
H -1.4937 -2.8453 -0.0800
H 0.1960 -3.1770 -0.2884
H -0.8397 -2.0334 2.0229
H 0.8346 -1.5339 1.4041
H 1.3089 1.1923 0.4050
H -0.0674 0.3283 2.0928
H 2.3019 3.3872 -1.4851
H 1.4589 -0.3643 -0.3108
H 2.0654 3.0521 -2.1120
H -1.5928 0.8757 0.1916
H -0.6742 2.3238 0.0721
H -1.7180 1.9904 -1.3409
*
```

Computed properties:
Kohn-Sham gap = 5.82 eV
DFT total energy = -6879.363 eV
E_LUMO = -0.76 eV

Now the natural (NBO) charges, all in e: atom 1 (C): -0.64, atom 2 (C): -0.45, atom 3 (C): 0.07, atom 4 (C): -0.33, atom 5 (N): -0.55, atom 6 (C): -0.40, atom 7 (H): 0.26, atom 8 (H): 0.22, atom 9 (H): 0.22, atom 10 (H): 0.24, atom 11 (H): 0.28, atom 12 (H): 0.19, atom 13 (H): 0.20, atom 14 (H): -0.02, atom 15 (H): 0.18, atom 16 (H): 0.02, atom 17 (H): 0.14, atom 18 (H): 0.15, atom 19 (H): 0.20

Ordered highest occupied orbital energy results: -2.2503, -2.4401, -6.5787; unit eV.
Ordered F_max results: 0.02097, 0.03183, 0.04196; unit Eh/bohr.